1.
{"formula": "C5H9NO", "method": "the ωB97M-V functional and the def2-TZVPD basis", "lumo_ev": [0.14, 0.14], "de_lowest_kcal_mol": 66.4, "homo_lumo_gap_ha": [0.2838, 0.2839], "e_homo_ev": [-7.59, -7.59], "max_force_ev_per_a": 0.28, "species": ["H", "H", "H", "H", "H", "C", "C", "H", "C", "H", "N", "H", "C", "H", "C", "O"], "coordinates": [[2.26, 0.64, 0.52], [-0.62, 1.49, 0.84], [-2.35, 1.32, 1.24], [-0.81, -1.62, -1.13], [1.11, -0.40, 1.61], [1.25, -0.06, -1.75], [-1.37, 0.84, 1.30], [0.84, -0.77, -2.46], [-1.52, -0.51, 0.61], [2.34, -0.13, -1.76], [0.72, -0.38, -0.42], [-1.12, 0.73, 2.37], [-0.53, -0.92, -0.35], [0.91, 0.94, -2.02], [1.42, -0.03, 0.64], [-2.56, -1.14, 0.75]]}

2.
{"formula": "C25H41FIN6O5PS", "method": "the ωB97M-V functional and the def2-TZVPD basis", "lumo_ev": -0.47, "homo_lumo_gap_ha": 0.2715, "smiles": "[H]/N=C(/N)NCCCC[C@@]1([PH2]=S)[C@@](CCCCn2cccc2)(CC(=O)I)O[C@](N)([C@@H](C)F)[C@]1(O)N(C(C)=O)C(C)=O", "e_homo_ev": -7.85, "max_force_ev_per_a": 6.53, "species": ["H", "C", "H", "H", "C", "H", "C", "C", "N", "C", "H", "O", "H", "N", "C", "N", "O", "C", "H", "C", "N", "N", "H", "H", "C", "C", "P", "C", "H", "C", "H", "C", "H", "H", "C", "I", "H", "H", "H", "O", "C", "H", "H", "H", "H", "C", "H", "H", "H", "H", "H", "H", "N", "C", "C", "C", "C", "H", "C", "H", "H", "H", "C", "H", "H", "C", "H", "H", "H", "H", "H", "C", "O", "F", "H", "C", "H", "H", "H", "S", "O"], "coordinates": [[-1.83, -1.46, -3.84], [3.60, 1.77, 0.93], [-2.56, -1.85, -0.51], [4.97, -4.43, -0.76], [2.19, 3.64, 0.46], [1.35, 4.86, -1.26], [2.04, 3.94, -1.14], [1.17, 1.55, 1.52], [2.28, 2.38, 1.13], [1.12, -1.12, -0.78], [-6.16, -2.17, -4.12], [2.31, 4.72, 1.14], [-0.72, 3.40, 4.19], [3.42, -3.26, 0.79], [1.42, 3.96, 4.09], [4.12, -4.27, -1.32], [1.94, 0.47, 2.19], [0.19, 1.92, 2.80], [0.27, 0.26, 4.11], [-2.82, -3.44, -4.92], [0.68, 1.21, 4.05], [1.66, -4.04, -0.73], [-1.14, -1.98, 1.20], [-4.89, 0.41, -3.30], [-1.54, -1.61, 3.34], [-1.12, 0.25, 1.36], [-1.09, 2.58, -0.01], [1.27, -3.39, -2.02], [1.35, 5.10, 4.29], [0.00, 1.06, 0.48], [1.44, 3.45, 5.13], [0.08, 3.40, 3.35], [5.77, 1.78, 1.59], [-4.88, -4.50, -5.46], [-2.72, -2.09, -4.15], [-3.21, -0.71, 4.37], [-0.40, 3.82, 0.01], [2.20, -1.17, -1.20], [0.60, -4.16, -2.58], [3.94, 0.92, 0.06], [-4.10, -0.48, -1.37], [-1.96, -4.08, -5.30], [-0.66, -2.54, -1.29], [2.58, -3.01, 1.33], [4.30, -3.43, -1.91], [3.07, -3.81, -0.37], [0.08, 0.53, -1.79], [-4.62, 0.45, -0.93], [1.16, -1.65, 0.22], [4.54, 2.20, 3.01], [-2.17, 2.76, 0.95], [-4.78, -1.38, -1.12], [-3.98, -1.50, -3.76], [4.80, 2.29, 1.90], [-4.37, -3.61, -4.96], [-5.03, -2.37, -4.25], [-2.59, 0.01, 0.72], [1.68, 3.04, -1.74], [0.28, -2.10, -1.78], [4.94, 3.42, 1.65], [2.00, -0.32, 1.61], [-1.86, -0.35, -1.48], [-0.82, -1.18, 1.99], [1.01, -3.81, 0.04], [0.30, -1.44, 2.16], [-4.01, -0.23, -2.98], [1.64, 1.03, -1.00], [-3.20, -0.71, 1.39], [-3.00, 0.30, -3.19], [2.37, 3.65, 3.54], [-3.25, 0.94, 0.65], [0.68, 0.41, -0.80], [-1.03, 1.13, 2.56], [-0.32, 4.43, 2.42], [0.12, -1.65, -2.81], [-2.62, -0.71, -0.72], [2.13, -3.15, -2.72], [0.27, 1.67, 4.90], [3.09, 4.32, -1.46], [-1.95, 2.47, -1.75], [-1.04, -2.63, 3.92]]}

3.
{"formula": "C7H14O", "method": "the ωB97M-V functional and the def2-TZVPD basis", "lumo_ev": 0.91, "de_lowest_kcal_mol": 30.9, "homo_lumo_gap_ha": 0.3526, "smiles": "C=C(/C=C/C)CC.O", "e_homo_ev": -8.69, "max_force_ev_per_a": 1.66, "species": ["H", "H", "C", "C", "C", "O", "C", "H", "H", "C", "C", "H", "H", "H", "H", "C", "H", "H", "H", "H", "H", "H"], "coordinates": [[-1.99, 1.33, -1.15], [-2.72, -1.07, -0.25], [-1.70, -0.73, -0.43], [2.71, -1.06, 0.27], [1.24, -0.84, 0.10], [1.29, 2.37, -0.96], [0.41, -0.25, 0.96], [0.87, -1.31, -0.81], [-2.83, 0.43, 1.84], [-1.06, -0.28, 0.85], [-1.72, 0.35, -1.53], [-0.78, 0.42, -2.07], [3.10, -0.61, 1.18], [2.95, -2.12, 0.36], [-1.14, 0.79, 2.59], [-1.75, 0.37, 1.80], [1.51, 1.44, -0.82], [3.30, -0.64, -0.55], [-2.52, 0.02, -2.20], [-1.22, -1.63, -0.84], [0.84, 0.27, 1.80], [1.24, 2.78, -0.12]]}